1.
A structure of composition C40H41N4OSiV. Source: the OMol25 dataset; level of theory: ωB97M-V/def2-TZVPD.

## Properties
- HOMO (alpha / beta) (Eh) = -0.25391 / -0.26841
- largest force on an atom (eV/Å) = 0.84
- net charge = 0
- energy relative to the best compared isomer or geometry (same formula, charge and spin) (eV) = 0.0000
- spin multiplicity = 3
- expectation value of S² = 2.0156
- frontier orbital gap (alpha / beta) (eV) = 7.10 / 7.46

```
88
Properties=species:S:1:pos:R:3:forces:R:3:lowdin_spin:R:1
V -0.508 -0.029 -0.875 0.7 0.3 0.3 1.869
C -1.769 3.033 -2.835 0.0 -0.1 0.0 0.000
C -0.788 3.836 -1.974 0.0 0.1 0.0 0.000
C 0.057 3.042 -0.966 0.0 -0.2 0.0 0.005
N -0.715 1.964 -0.361 -0.1 0.4 -0.1 -0.001
C -1.618 2.211 0.542 -0.2 -0.2 0.3 0.015
C -1.688 3.453 1.259 0.0 -0.1 -0.2 -0.003
C -2.671 4.008 2.022 0.0 0.1 0.1 0.006
C -3.947 3.517 2.343 0.1 0.0 0.0 0.000
C -4.381 2.251 2.079 0.0 -0.2 0.0 0.005
C -3.706 1.157 1.507 -0.1 0.1 0.1 0.002
C -2.469 1.034 0.897 0.3 -0.1 -0.2 0.008
N -1.967 -0.157 0.458 -0.2 0.2 0.4 -0.008
C -2.399 -1.382 1.169 0.1 0.2 -0.2 0.003
C -2.257 -2.698 0.402 -0.1 0.0 0.0 -0.002
C -0.899 -2.890 -0.266 -0.1 0.2 -0.1 0.005
N -0.800 -1.945 -1.369 0.0 -0.6 0.0 -0.017
C -1.322 -2.181 -2.543 0.1 0.2 -0.3 0.017
C -1.955 -3.416 -2.873 0.0 0.1 -0.1 0.005
C -2.534 -3.851 -4.035 0.0 -0.1 0.0 0.010
C -2.639 -3.237 -5.287 0.0 0.0 0.1 0.013
C -2.147 -2.000 -5.609 0.1 0.1 -0.1 0.008
C -1.496 -1.038 -4.828 -0.1 0.0 -0.1 0.016
C -1.177 -1.014 -3.475 0.2 -0.1 0.3 0.005
N -0.633 0.062 -2.870 -0.3 -0.2 -0.2 -0.007
C -0.157 1.184 -3.678 0.1 -0.1 0.2 0.004
C -1.176 2.266 -4.016 -0.1 0.1 -0.1 0.000
H -2.334 2.344 -2.202 0.0 0.0 0.0 0.000
H -2.507 3.734 -3.233 0.0 0.0 0.0 0.000
H -0.104 4.401 -2.618 0.0 0.0 0.0 0.000
H -1.361 4.580 -1.415 0.0 0.0 0.0 0.000
H 0.920 2.587 -1.448 0.0 0.0 0.0 0.001
H 0.475 3.724 -0.222 0.0 0.0 0.0 0.000
H -0.800 4.061 1.152 0.0 0.0 0.0 0.000
H -2.433 4.990 2.417 0.0 0.0 0.0 0.000
H -4.621 4.182 2.866 0.0 0.0 0.0 0.000
H -5.393 2.025 2.399 0.0 0.0 0.0 0.000
H -4.288 0.247 1.521 0.0 0.0 0.0 0.000
H -1.805 -1.452 2.083 0.1 0.0 0.1 0.000
H -3.436 -1.311 1.488 0.0 -0.1 0.0 0.000
H -2.430 -3.495 1.130 0.0 0.0 0.0 0.000
H -3.035 -2.781 -0.362 0.0 0.0 0.0 0.000
H -0.109 -2.656 0.448 0.1 0.0 -0.1 0.001
H -0.732 -3.918 -0.591 -0.1 -0.1 0.0 0.001
H -1.996 -4.124 -2.058 0.0 0.0 0.0 0.000
H -2.965 -4.845 -3.969 0.0 0.0 0.0 0.000
H -3.139 -3.793 -6.069 0.0 0.0 0.0 0.001
H -2.299 -1.697 -6.641 0.0 0.0 0.0 0.000
H -1.257 -0.130 -5.364 0.0 0.0 0.0 0.001
H 0.673 1.633 -3.130 0.0 0.0 0.0 0.001
H 0.291 0.800 -4.599 0.0 0.0 0.0 0.000
H -0.681 2.975 -4.690 0.0 0.0 0.0 0.000
H -1.996 1.822 -4.588 0.0 0.0 0.0 0.000
O 1.212 -0.137 -0.118 0.0 -0.1 0.1 0.029
Si 2.111 -0.458 1.193 -0.3 0.1 -0.3 0.006
C 1.097 -1.150 2.610 -0.1 0.0 0.3 0.000
C 0.419 -0.258 3.451 0.0 0.0 0.0 0.000
C -0.377 -0.708 4.496 0.0 -0.1 -0.1 0.000
C -0.515 -2.073 4.722 0.0 0.0 0.0 0.000
C 0.152 -2.978 3.907 0.0 0.1 0.0 0.000
C 0.955 -2.517 2.868 0.0 0.0 0.0 0.000
C 2.868 1.120 1.849 0.1 0.2 0.1 0.001
C 2.926 2.257 1.043 0.1 0.1 0.0 0.000
C 3.489 3.444 1.500 0.0 -0.1 0.0 0.000
C 4.009 3.511 2.784 0.0 0.0 0.0 0.000
C 3.969 2.389 3.604 0.0 0.0 -0.1 0.000
C 3.402 1.210 3.139 0.0 0.1 0.0 0.000
C 3.452 -1.664 0.737 0.2 -0.2 -0.1 0.001
C 4.285 -2.271 1.684 0.0 0.0 -0.1 0.000
C 5.301 -3.136 1.299 -0.1 0.0 0.0 0.000
C 5.502 -3.413 -0.047 0.0 0.0 0.0 0.000
C 4.686 -2.825 -1.004 0.0 0.0 0.1 0.000
C 3.671 -1.960 -0.611 0.0 -0.1 0.0 0.000
H 0.520 0.811 3.295 0.0 0.0 0.0 0.000
H -0.891 0.003 5.130 0.0 0.0 0.0 0.000
H -1.134 -2.429 5.536 0.0 0.0 0.0 0.000
H 0.057 -4.042 4.087 0.0 0.0 0.0 0.000
H 1.479 -3.238 2.249 0.0 0.0 0.0 0.000
H 2.533 2.206 0.036 0.0 0.0 0.0 0.000
H 3.524 4.313 0.853 0.0 0.0 0.0 0.000
H 4.448 4.432 3.147 0.0 0.0 0.0 0.000
H 4.375 2.435 4.606 0.0 0.0 0.0 0.000
H 3.364 0.352 3.803 0.0 0.0 0.0 0.000
H 4.143 -2.069 2.742 0.0 0.0 0.0 0.000
H 5.935 -3.595 2.048 0.0 0.0 0.0 0.000
H 6.292 -4.088 -0.350 0.0 0.0 0.0 0.000
H 4.837 -3.042 -2.054 0.0 0.0 0.0 0.000
H 3.028 -1.511 -1.361 0.0 0.0 0.0 0.000
```
Positions in Å, forces in eV/Å.


2.
A structure of composition C40H42AsCl2N5PbS6Si in a non-equilibrium geometry. Source: the OMol25 dataset; level of theory: ωB97M-V/def2-TZVPD.

## Properties
- HOMO (Eh) = -0.03175
- largest force on an atom (eV/Å) = 1.04
- net charge = -2
- energy relative to the best compared isomer or geometry (same formula, charge and spin) (eV) = 0.0000
- frontier orbital gap (eV) = 4.01

```
98
Properties=species:S:1:pos:R:3:forces:R:3:lowdin_charge:R:1
Pb -0.918 -0.028 -0.073 -0.1 0.4 0.1 0.561
Cl -1.826 -2.750 -2.540 0.3 -0.2 -0.3 0.503
C -0.534 -3.361 -3.574 -0.5 0.1 0.2 -1.015
Cl 1.077 -2.787 -3.076 0.3 0.0 0.0 0.467
H -0.700 -3.015 -4.588 0.0 0.0 0.0 0.017
H -0.520 -4.444 -3.519 0.0 0.0 0.0 0.013
C -1.504 1.441 1.761 0.3 0.5 0.0 -0.452
Si -0.608 3.004 2.142 -0.1 -0.5 0.2 0.598
C 1.209 2.676 2.688 -0.1 0.0 -0.2 -0.226
N 1.777 1.572 1.916 0.1 0.0 0.1 -0.211
C 2.221 1.950 0.573 -0.1 -0.2 -0.1 -0.207
C 3.705 1.660 0.335 0.0 0.2 0.2 -0.174
C 4.509 2.133 1.546 0.0 -0.2 0.0 -0.197
C 4.126 1.294 2.780 -0.1 0.0 0.0 -0.168
C 2.705 0.712 2.615 0.1 0.1 0.0 -0.203
C -0.576 4.252 0.716 -0.1 -0.1 0.0 -0.245
C 0.228 5.394 0.721 0.0 0.0 0.0 -0.113
C 0.250 6.266 -0.359 0.1 0.1 0.0 -0.117
C -0.550 6.019 -1.469 -0.1 -0.1 0.0 -0.125
C -1.367 4.896 -1.487 0.0 0.1 -0.1 -0.097
C -1.375 4.022 -0.407 -0.1 -0.1 0.1 -0.106
C -1.443 3.889 3.611 0.1 0.1 -0.1 -0.225
C -1.398 3.312 4.882 0.1 0.0 0.0 -0.109
C -2.127 3.827 5.944 0.0 0.0 0.0 -0.109
C -2.932 4.943 5.755 0.0 0.0 0.0 -0.119
C -2.991 5.535 4.502 -0.1 0.1 0.0 -0.106
C -2.256 5.012 3.447 0.1 0.0 0.0 -0.091
H -2.569 1.667 1.625 0.0 -0.1 -0.1 -0.020
H -1.448 0.785 2.640 0.1 0.0 0.0 -0.020
H 1.205 2.389 3.744 -0.1 0.0 0.0 0.071
H 1.846 3.578 2.616 -0.1 0.1 0.1 0.076
H 2.047 3.023 0.430 0.0 0.0 0.0 0.109
H 1.623 1.426 -0.181 0.0 0.1 0.1 0.033
H 4.032 2.165 -0.578 0.0 0.0 0.0 0.090
H 3.859 0.585 0.197 0.0 0.0 -0.1 0.110
H 4.287 3.190 1.721 0.0 0.0 0.0 0.100
H 5.583 2.056 1.354 0.0 0.1 0.0 0.093
H 4.182 1.904 3.685 0.0 0.0 0.0 0.097
H 4.827 0.462 2.903 0.0 0.0 0.1 0.099
H 2.287 0.470 3.595 0.0 0.0 0.0 0.115
H 2.766 -0.228 2.063 0.0 -0.1 0.0 0.092
H 0.848 5.613 1.586 0.0 0.0 0.0 0.097
H 0.894 7.139 -0.340 0.0 0.0 0.0 0.087
H -0.541 6.701 -2.311 0.0 0.0 0.0 0.093
H -1.998 4.691 -2.344 0.0 0.0 0.0 0.109
H -2.015 3.142 -0.441 0.0 0.0 0.0 0.029
H -0.791 2.426 5.039 0.0 0.0 0.0 0.093
H -2.080 3.350 6.916 0.0 0.0 0.0 0.091
H -3.519 5.337 6.576 0.0 0.0 0.0 0.088
H -3.625 6.400 4.344 0.0 0.0 0.0 0.092
H -2.321 5.477 2.469 0.0 0.0 0.0 0.096
S -5.603 0.620 0.581 0.2 0.2 0.2 -0.276
As -4.231 -0.470 -0.617 -1.0 0.2 0.1 -0.591
S -2.853 -1.660 0.673 0.2 0.0 -0.1 -0.179
S -2.833 0.909 -1.660 0.1 0.0 -0.1 -0.175
S -5.277 -1.700 -1.988 0.3 -0.2 -0.2 -0.278
S 3.784 -4.257 3.880 -0.1 0.0 -0.1 0.949
C 2.660 -3.420 2.756 0.1 -0.1 0.0 -0.525
C 3.072 -3.107 1.469 0.0 0.0 0.1 -0.091
C 2.139 -2.545 0.608 0.0 0.0 0.0 -0.153
N 0.884 -2.299 0.958 0.1 -0.3 0.0 0.032
C 0.499 -2.598 2.193 -0.1 0.1 0.0 -0.127
C 1.353 -3.154 3.137 0.1 0.0 0.0 -0.072
C 3.323 -5.917 3.393 0.0 0.1 0.0 -0.519
C 3.990 -6.563 2.360 0.0 0.0 0.1 -0.084
C 3.567 -7.832 1.999 0.0 -0.1 0.0 -0.152
N 2.560 -8.473 2.586 0.0 0.0 0.0 0.052
C 1.927 -7.838 3.570 0.0 -0.1 0.0 -0.147
C 2.267 -6.570 4.013 0.1 0.0 0.0 -0.080
H 4.087 -3.303 1.151 0.0 0.0 0.0 0.099
H 2.405 -2.286 -0.412 0.0 0.0 0.0 0.085
H -0.541 -2.384 2.426 0.0 0.0 0.0 0.086
H 1.010 -3.383 4.137 0.0 0.0 0.0 0.103
H 4.815 -6.083 1.853 0.0 0.0 0.0 0.101
H 4.058 -8.368 1.193 0.0 0.1 0.0 0.102
H 1.103 -8.379 4.023 0.0 0.1 0.0 0.104
H 1.724 -6.096 4.819 0.0 0.0 0.0 0.103
S 4.240 4.721 -3.941 0.0 -0.1 0.1 0.955
C 3.121 3.397 -3.482 0.1 0.0 0.0 -0.520
C 1.849 3.690 -3.015 0.1 0.0 0.0 -0.057
C 1.043 2.630 -2.622 -0.2 0.0 0.0 -0.113
N 1.437 1.364 -2.667 -0.1 -0.2 -0.1 0.086
C 2.649 1.093 -3.130 0.1 0.1 0.0 -0.143
C 3.536 2.074 -3.555 -0.1 0.1 0.0 -0.096
C 4.984 4.930 -2.331 0.0 0.1 0.0 -0.521
C 4.517 5.905 -1.460 0.0 -0.1 -0.1 -0.077
C 5.120 6.024 -0.218 0.1 0.0 0.2 -0.145
N 6.128 5.258 0.194 0.0 0.0 -0.1 0.061
C 6.560 4.323 -0.650 0.1 0.0 0.1 -0.161
C 6.033 4.120 -1.914 -0.1 0.1 0.0 -0.088
H 1.496 4.710 -2.946 0.0 0.0 0.0 0.094
H 0.040 2.804 -2.246 0.1 0.0 0.0 0.094
H 2.924 0.043 -3.161 0.0 0.0 0.0 0.098
H 4.519 1.821 -3.928 0.0 0.0 0.0 0.096
H 3.698 6.551 -1.748 0.0 0.0 0.0 0.101
H 4.778 6.771 0.490 0.0 0.0 0.0 0.104
H 7.377 3.708 -0.289 0.0 0.0 0.0 0.103
H 6.426 3.350 -2.564 0.0 0.0 0.0 0.102
```
Positions in Å, forces in eV/Å.